Below is an isolated molecule of C5H7N, with properties calculated with ωB97M-V/def2-TZVPD.

```
13
Properties=species:S:1:pos:R:3
C -0.50 0.07 1.85
C -0.13 0.21 0.41
C -0.85 0.58 -0.70
C -0.12 0.17 -1.85
C 1.02 -0.44 -1.41
N 0.99 -0.45 -0.04
H -0.78 -0.96 2.04
H 0.38 0.29 2.47
H -1.32 0.70 2.16
H -1.81 1.05 -0.65
H -0.41 0.32 -2.87
H 1.80 -0.87 -2.00
H 1.74 -0.66 0.59
```

Properties
**HOMO**: -8.011 eV
**LUMO level**: 1.05 eV
**Spin multiplicity**: 1
**E_tot**: -249.468562 Ha
**SMILES string**: Cc1ccc[nH]1
**Gap between HOMO and LUMO**: 9.07 eV
**Total charge**: 0

***

Below is a 2-piece molecular cluster, C31H19BF8 overall, with properties calculated with ωB97M-V/def2-TZVPD.

```
59
Properties=species:S:1:pos:R:3
F 1.75 4.11 11.88
C 0.45 4.16 11.45
C 0.04 5.30 10.80
C -1.28 5.37 10.36
C -2.14 4.28 10.49
C -1.65 3.13 11.08
F -2.37 1.97 10.94
C -0.40 3.07 11.73
B 0.02 1.95 12.71
C 1.49 1.63 13.04
C 2.42 0.83 12.36
F 1.97 0.12 11.26
C 3.74 0.68 12.77
C 4.14 1.30 13.97
C 3.22 2.02 14.74
C 1.94 2.18 14.25
F 1.04 2.91 15.00
C -1.04 1.21 13.54
C -1.09 -0.19 13.58
F -0.22 -0.87 12.77
C -2.00 -0.90 14.35
C -2.92 -0.18 15.12
C -2.91 1.22 15.13
C -2.00 1.88 14.32
F -2.03 3.26 14.29
H 0.74 6.13 10.67
H -1.64 6.28 9.89
H -3.18 4.32 10.15
H 4.43 0.09 12.18
H 5.18 1.21 14.30
H 3.49 2.46 15.71
H -1.98 -1.98 14.33
H -3.66 -0.72 15.72
H -3.61 1.79 15.74
F -3.50 2.02 6.95
C -3.17 0.79 7.49
C -4.19 -0.13 7.70
C -3.82 -1.41 8.15
C -2.47 -1.70 8.38
C -1.44 -0.76 8.19
C -0.01 -1.03 8.71
C 1.35 -0.66 8.07
C 2.47 -1.53 8.18
C 3.75 -1.13 7.81
C 3.99 0.17 7.34
C 2.88 1.01 7.23
F 3.12 2.32 6.85
C 1.59 0.64 7.59
C -1.83 0.53 7.77
H -5.23 0.14 7.52
H -4.61 -2.15 8.32
H -2.20 -2.70 8.73
H -0.01 -0.38 9.57
H 0.04 -2.05 9.13
H 2.31 -2.53 8.60
H 4.60 -1.81 7.93
H 4.99 0.52 7.10
H 0.81 1.38 7.58
H -1.10 1.32 7.67
```

Properties
**HOMO**: -8.991 eV
**LUMO level**: -0.54 eV
**Spin multiplicity**: 1
**E_tot**: -2016.483405 Ha
**SMILES string**: Fc1cccc(F)c1B(c1c(F)cccc1F)c1c(F)cccc1F.Fc1cccc(Cc2cccc(F)c2)c1
**Gap between HOMO and LUMO**: 8.45 eV
**Total charge**: 0

***

Below is an isolated molecule of CH4O2P2, with properties calculated with ωB97M-V/def2-TZVPD.

```
9
Properties=species:S:1:pos:R:3
C 0.10 -1.20 0.73
P -0.79 -0.45 -0.74
O 0.60 0.46 -1.19
P 0.93 2.03 -1.20
O -0.50 2.64 -0.49
H 0.86 -2.04 0.59
H 0.69 -0.53 1.26
H -0.75 -1.65 1.12
H -1.15 0.74 -0.09
```

Properties
**HOMO**: -9.745 eV
**LUMO level**: -0.82 eV
**Spin multiplicity**: 1
**E_tot**: -873.659406 Ha
**SMILES string**: CPOP=O
**Gap between HOMO and LUMO**: 8.93 eV
**Total charge**: 0

***

Below is an isolated molecule of C4H8O2, with properties calculated with ωB97M-V/def2-TZVPD.

```
14
Properties=species:S:1:pos:R:3
C -1.30 -0.86 1.42
C 0.10 -0.35 1.08
O 0.83 -1.15 0.18
C 0.71 0.16 -0.33
C -0.09 0.54 -1.51
O 0.31 -0.19 -2.64
H -1.71 -1.51 0.64
H -2.02 -0.06 1.63
H -1.27 -1.46 2.34
H 0.53 0.64 1.26
H 1.73 0.60 -0.33
H 0.11 1.60 -1.74
H -1.16 0.45 -1.29
H 0.30 -1.12 -2.36
```

Properties
**HOMO**: -8.631 eV
**LUMO level**: 1.00 eV
**Spin multiplicity**: 1
**E_tot**: -307.553538 Ha
**SMILES string**: C[C@H]1O[C@H]1CO
**Gap between HOMO and LUMO**: 9.64 eV
**Total charge**: 0

***

Below is an isolated molecule of CH2N2O2, with properties calculated with ωB97M-V/def2-TZVPD.

```
7
Properties=species:S:1:pos:R:3
O 2.39 -0.92 -0.08
C 1.32 -0.45 0.18
N 0.07 -0.72 -0.21
N -0.90 -0.92 0.48
O -2.08 -0.78 -0.22
H 1.18 0.54 0.75
H -1.65 -0.38 -1.03
```

Properties
**HOMO**: -10.737 eV
**LUMO level**: -0.53 eV
**Spin multiplicity**: 1
**E_tot**: -299.183289 Ha
**SMILES string**: O=C/N=N/O
**Gap between HOMO and LUMO**: 10.21 eV
**Total charge**: 0

***

Below is a 2-piece molecular cluster, C7H14N2 overall, with properties calculated with ωB97M-V/def2-TZVPD.

```
23
Properties=species:S:1:pos:R:3
C -1.54 1.06 -0.66
C -1.14 -0.24 0.00
C -2.26 -1.24 0.13
N -0.11 -0.46 0.74
C 1.09 0.26 0.70
C 2.08 -0.32 1.71
N 0.96 1.71 0.78
H -1.84 0.85 -1.69
H -2.40 1.49 -0.15
H -0.73 1.78 -0.69
H -2.74 -1.40 -0.84
H -1.89 -2.17 0.54
H -3.03 -0.85 0.80
H 1.46 0.04 -0.40
H 3.06 0.13 1.60
H 1.73 -0.13 2.73
H 2.15 -1.40 1.58
H 1.87 2.15 0.87
H 0.42 1.96 1.61
C 0.19 -1.06 -2.18
C 1.24 -0.45 -2.21
H -0.61 -1.74 -2.32
H 2.06 0.05 -2.66
```

Properties
**HOMO**: -8.703 eV
**LUMO level**: 1.04 eV
**Spin multiplicity**: 1
**E_tot**: -384.505429 Ha
**SMILES string**: CC(C)=N[C@H](C)N.C#C
**Gap between HOMO and LUMO**: 9.74 eV
**Total charge**: 0

***

Below is C39H54FN8O2Y as an isolated structure, with properties calculated with ωB97M-V/def2-TZVPD.

```
105
Properties=species:S:1:pos:R:3
Y -1.24 -0.40 -0.05
C 0.59 2.64 2.59
C 0.64 2.62 1.06
C -0.72 2.93 0.43
N -1.63 1.83 0.76
C -2.56 1.98 1.66
C -3.12 3.23 2.06
C -3.82 3.60 3.19
C -4.07 2.87 4.34
C -3.81 1.52 4.50
C -3.44 0.58 3.55
C -3.15 0.71 2.16
N -3.23 -0.27 1.28
C -3.97 -1.48 1.64
C -3.10 -2.74 1.61
C -1.67 -2.52 2.12
N -0.75 -2.38 0.96
C 0.56 -2.54 1.33
C 1.45 -3.36 0.67
C 2.89 -3.63 0.82
C 3.88 -3.04 1.57
C 3.44 -2.00 2.46
C 2.24 -2.29 3.01
C 1.05 -1.63 2.47
N 0.56 -0.46 2.54
C 1.02 0.37 3.67
C 1.61 1.72 3.26
H -0.40 2.35 2.92
H 0.73 3.67 2.92
H 0.96 1.63 0.72
H 1.39 3.32 0.69
H -0.63 3.02 -0.65
H -1.07 3.89 0.81
H -2.96 4.02 1.34
H -4.14 4.63 3.20
H -4.51 3.40 5.18
H -3.97 1.11 5.49
H -3.39 -0.44 3.91
H -4.78 -1.59 0.92
H -4.44 -1.37 2.61
H -3.01 -3.11 0.59
H -3.60 -3.52 2.18
H -1.36 -3.39 2.71
H -1.64 -1.66 2.79
H 0.99 -3.91 -0.15
H 3.24 -4.39 0.13
H 4.92 -3.24 1.32
H 3.88 -1.00 2.45
H 2.08 -3.36 3.07
H 1.75 -0.18 4.27
H 0.15 0.56 4.30
H 2.48 1.56 2.62
H 1.99 2.18 4.18
C 0.38 -2.37 -3.45
O -0.18 -2.59 -2.17
C -1.05 -3.71 -2.14
C -2.41 -3.44 -2.73
O -3.25 -2.74 -1.82
C -4.52 -3.34 -1.67
H 0.97 -3.23 -3.76
H 1.02 -1.50 -3.40
H -0.39 -2.18 -4.20
H -1.16 -3.99 -1.09
H -0.58 -4.54 -2.68
H -2.87 -4.38 -3.02
H -2.32 -2.83 -3.64
H -5.02 -3.44 -2.64
H -5.12 -2.68 -1.04
H -4.45 -4.32 -1.19
F -0.70 5.35 -3.92
C -1.02 4.09 -3.55
C -0.23 3.04 -3.98
C -0.57 1.75 -3.59
C -1.66 1.47 -2.77
C -1.96 0.10 -2.29
C -2.44 2.57 -2.38
C -2.13 3.87 -2.77
H 0.63 3.24 -4.61
H 0.03 0.92 -3.95
H -1.60 -0.66 -2.98
H -3.04 -0.04 -2.19
H -3.30 2.40 -1.75
H -2.74 4.71 -2.46
C 3.66 1.11 0.14
N 2.64 0.60 -0.79
C 2.56 1.53 -1.93
N 3.84 1.70 -2.61
C 4.82 2.19 -1.63
N 4.97 1.27 -0.49
C 5.39 -0.04 -1.02
N 4.42 -0.58 -1.98
C 3.13 -0.69 -1.30
C 4.28 0.38 -3.08
H 3.75 0.42 0.97
H 3.33 2.08 0.52
H 2.21 2.50 -1.56
H 1.82 1.16 -2.64
H 4.50 3.16 -1.26
H 5.79 2.30 -2.12
H 5.48 -0.74 -0.19
H 6.36 0.07 -1.51
H 3.23 -1.38 -0.46
H 2.40 -1.10 -1.99
H 3.55 0.00 -3.80
H 5.24 0.49 -3.58
```

Properties
**HOMO**: -6.962 eV
**LUMO level**: -0.10 eV
**Spin multiplicity**: 1
**E_tot**: -2245.056856 Ha
**Gap between HOMO and LUMO**: 6.86 eV
**Total charge**: 0

***

Below is C26H33IrNO7PS3 as an isolated structure, with properties calculated with ωB97M-V/def2-TZVPD.

```
72
Properties=species:S:1:pos:R:3
Ir -1.09 0.70 0.70
C 2.95 5.92 1.06
C 2.64 4.47 1.32
O 1.32 4.18 0.78
P 1.02 2.77 0.13
S 1.26 1.17 1.30
S -0.88 2.74 -0.47
O 2.09 2.65 -1.05
C 1.97 3.50 -2.22
C 1.53 2.67 -3.40
H 3.90 6.18 1.52
H 2.18 6.56 1.48
H 3.01 6.12 -0.01
H 2.61 4.25 2.39
H 3.37 3.81 0.86
H 2.96 3.93 -2.38
H 1.27 4.31 -2.01
H 2.24 1.86 -3.58
H 1.47 3.29 -4.29
H 0.55 2.23 -3.21
O -1.17 -2.60 3.34
C -0.81 -2.02 2.33
O -1.47 -1.02 1.85
C 0.50 -2.52 1.70
C 1.08 -3.66 2.30
C 2.26 -4.14 1.82
C 2.89 -3.47 0.75
C 4.14 -3.87 0.20
C 4.71 -3.16 -0.81
C 4.08 -2.00 -1.31
C 2.87 -1.59 -0.81
C 2.25 -2.33 0.22
N 1.05 -1.89 0.69
H 0.56 -4.12 3.13
H 2.73 -5.02 2.24
H 4.62 -4.75 0.61
H 5.66 -3.47 -1.22
H 4.55 -1.43 -2.10
H 2.38 -0.70 -1.17
C -1.15 3.27 2.88
S -1.75 1.61 2.64
C -1.00 0.80 4.04
O -3.19 1.65 2.85
H -1.60 3.60 3.82
H -1.49 3.88 2.05
H -0.06 3.27 2.94
H -1.25 1.41 4.90
H 0.07 0.75 3.89
H -1.45 -0.18 4.12
C -5.15 0.38 -0.77
C -3.75 -0.18 -0.59
O -3.02 0.65 0.10
C -3.40 -1.39 -1.13
C -2.04 -2.04 -0.92
C -2.00 -3.50 -1.29
C -2.99 -4.12 -1.93
C -4.20 -3.41 -2.31
C -4.38 -2.14 -1.90
H -5.17 1.37 -0.31
H -5.89 -0.25 -0.29
H -5.42 0.48 -1.83
H -1.76 -1.94 0.13
H -1.11 -4.05 -0.99
H -2.90 -5.17 -2.17
H -4.96 -3.92 -2.88
H -5.30 -1.64 -2.15
C -0.43 -1.74 -2.94
C -1.01 -1.23 -1.66
O -0.68 -0.11 -1.27
H -1.18 -2.25 -3.53
H 0.33 -2.48 -2.66
H 0.05 -0.93 -3.49
```

Properties
**HOMO**: -6.464 eV
**LUMO level**: 0.11 eV
**Spin multiplicity**: 1
**E_tot**: -3232.341637 Ha
**Gap between HOMO and LUMO**: 6.57 eV
**Total charge**: 0

***

Below is a 10-piece molecular cluster, C24H43N7O4 overall, with properties calculated with ωB97M-V/def2-TZVPD.

```
78
Properties=species:S:1:pos:R:3
C -0.29 -1.61 -5.03
N -1.68 -1.27 -4.75
C -1.91 0.05 -4.20
C -2.66 -2.19 -4.88
O -3.74 -2.07 -4.34
H 0.28 -1.47 -4.11
H 0.17 -1.04 -5.84
H -0.22 -2.67 -5.31
H -2.98 0.24 -4.15
H -1.52 0.10 -3.18
H -1.40 0.79 -4.80
H -2.34 -3.01 -5.54
C 2.77 2.41 -4.00
C 1.90 2.62 -2.79
C 0.86 3.73 -2.85
O 1.98 1.87 -1.84
H 2.20 2.27 -4.92
H 3.35 1.49 -3.88
H 3.47 3.24 -4.13
H 0.27 3.62 -3.75
H 1.40 4.68 -2.92
H 0.29 3.63 -1.93
C 2.16 -3.89 0.97
C 2.99 -3.20 2.06
C 3.89 -2.05 1.63
O 3.05 -3.68 3.17
H 1.51 -3.23 0.39
H 1.62 -4.65 1.53
H 2.93 -4.26 0.28
H 4.89 -2.22 2.03
H 3.66 -1.08 2.08
H 3.97 -2.00 0.54
C -1.56 0.71 0.31
C -0.55 0.43 1.41
C 0.91 0.59 1.11
O -0.93 0.16 2.53
H -1.66 1.80 0.23
H -2.59 0.39 0.42
H -1.04 0.28 -0.55
H 1.21 1.50 1.64
H 1.14 0.74 0.06
H 1.44 -0.24 1.59
C -1.60 -2.42 -0.66
C -0.33 -2.00 -1.23
N 0.66 -1.65 -1.69
H -1.76 -3.48 -0.88
H -2.46 -1.94 -1.12
H -1.72 -2.40 0.42
C 4.24 2.12 0.17
C 5.25 2.83 0.93
N 6.07 3.39 1.52
H 3.57 1.63 0.86
H 4.68 1.46 -0.58
H 3.73 2.90 -0.40
C -3.61 0.28 4.38
C -4.16 0.24 3.04
N -4.62 0.21 1.98
H -2.54 0.46 4.29
H -3.69 -0.71 4.82
H -4.06 1.04 5.02
C -4.92 0.63 -1.77
C -6.25 1.16 -1.93
N -7.30 1.61 -2.04
H -4.77 -0.12 -2.56
H -4.73 0.11 -0.84
H -4.21 1.43 -2.00
C 0.62 2.72 4.51
C 1.98 2.28 4.16
N 3.00 1.85 3.84
H 0.34 3.59 3.92
H 0.54 3.00 5.56
H -0.03 1.88 4.29
C 0.26 -1.86 4.66
C -0.18 -3.05 5.41
N -0.52 -3.96 6.02
H 0.01 -0.96 5.21
H -0.08 -1.86 3.63
H 1.35 -1.85 4.73
```

Properties
**HOMO**: -9.814 eV
**LUMO level**: -0.03 eV
**Spin multiplicity**: 1
**E_tot**: -1624.454248 Ha
**SMILES string**: CN(C)C=O.CC(C)=O.CC(C)=O.CC(C)=O.CC#N.CC#N.CC#N.CC#N.CC#N.CC#N
**Gap between HOMO and LUMO**: 9.78 eV
**Total charge**: 0

***

Below is an isolated ion of composition C3H10BrClN4O and charge +2, with properties calculated with ωB97M-V/def2-TZVPD.

```
20
Properties=species:S:1:pos:R:3
C 2.04 1.55 0.36
N 0.92 0.62 0.48
N 0.86 -0.03 1.74
C 0.11 0.41 -0.57
O 0.28 1.10 -1.61
N -0.90 -0.50 -0.67
C -1.41 -1.44 0.31
N -1.46 -0.41 -1.96
Cl -1.31 -1.93 -2.84
Br -3.37 0.26 -1.87
H 2.99 1.02 0.47
H 2.02 2.02 -0.62
H 1.97 2.34 1.11
H 0.77 0.68 2.51
H 1.74 -0.55 1.94
H 0.06 -0.69 1.81
H -0.55 0.62 -2.19
H -1.82 -0.93 1.19
H -2.26 -1.95 -0.14
H -0.68 -2.21 0.56
```

Properties
**HOMO**: -18.209 eV
**LUMO level**: -8.89 eV
**Spin multiplicity**: 1
**E_tot**: -3447.968404 Ha
**SMILES string**: CN([NH3+])/C(O)=[N+](\C)N(Cl)Br
**Gap between HOMO and LUMO**: 9.32 eV
**Total charge**: +2

***

Below is a 2-piece molecular cluster, C2H3N2O2 overall, with properties calculated with ωB97M-V/def2-TZVPD.

```
9
Properties=species:S:1:pos:R:3
C -0.72 2.34 -0.19
C 0.76 -1.36 -0.39
N -0.17 1.41 0.36
N 0.08 -2.08 0.35
O -1.41 3.04 -0.72
O -0.47 -2.76 1.07
H 0.54 -0.33 -0.52
H 1.36 -1.69 -1.27
H 0.01 1.43 1.32
```

Properties
**HOMO**: -15.152 eV
**LUMO level**: -7.97 eV
**Spin multiplicity**: 1
**E_tot**: -337.569341 Ha
**Gap between HOMO and LUMO**: 7.18 eV
**Total charge**: +1

***

Below is an isolated molecule of C4H7N3O, with properties calculated with ωB97M-V/def2-TZVPD.

```
15
Properties=species:S:1:pos:R:3
H 1.28 1.65 -1.68
N 0.36 1.33 -1.40
C 0.35 0.50 -0.46
C 1.56 -0.08 0.26
N 1.86 0.60 1.39
O 2.17 -1.02 -0.17
C -0.93 -0.07 0.04
C -1.64 -0.94 -0.94
N -1.25 0.20 1.23
H -2.13 -0.22 1.55
H 1.20 1.25 1.77
H 2.58 0.23 2.00
H -2.57 -1.33 -0.53
H -0.99 -1.76 -1.24
H -1.86 -0.35 -1.83
```

Properties
**HOMO**: -9.501 eV
**LUMO level**: 0.84 eV
**Spin multiplicity**: 1
**E_tot**: -396.120651 Ha
**SMILES string**: [H]/N=C(C(N)=O)/C(C)=N/[H]
**Gap between HOMO and LUMO**: 10.34 eV
**Total charge**: 0

***

Strongest force on any atom readings, ordered: 0.843 1.386 8.440 3.214 4.426 2.197 0.745 0.851 1.690 1.803 3.584 0.705 eV/A